Molecular formula: C2H7NO2
Method: DFT, ωB97M-V with the def2-TZVPD basis set

Output
HOMO, eV: -9.5
M, g/mol: 77.083
HOMO-LUMO gap, eV: 9.99
Structure (SMILES): CC(N)=O.O

The geometry in ORCA input format:
```
! wB97M-V def2-TZVPD RIJCOSX def2/J DEFGRID3
* xyz 0 1
C 0.604 0.089 -1.375
C 1.363 0.254 -0.073
N 0.993 -0.342 1.116
O 2.350 1.025 -0.108
H 1.038 0.746 -2.210
H -0.539 0.216 -1.379
H 0.545 -0.978 -1.616
H 0.042 -0.492 1.232
H 1.604 -0.136 1.892
H -3.011 0.451 0.442
H -2.558 -0.890 1.039
O -2.430 0.057 1.039
*
```